(1)
Here is C12H16N2O3 in the gas phase from the Open Molecules 2025 dataset. Energies are from ωB97M-V with the def2-TZVPD basis set.

ORCA input file:
```
! wB97M-V def2-TZVPD RIJCOSX def2/J DEFGRID3
* xyz 0 1
C -2.82 -2.18 -0.19
C -3.35 -0.82 0.09
C -2.80 0.44 0.01
C -3.84 1.34 0.39
C -4.92 0.58 0.66
O -4.63 -0.73 0.48
H -5.91 0.82 0.98
H -3.75 2.41 0.43
C -1.45 0.88 -0.37
O -1.16 2.03 -0.63
N -0.53 -0.12 -0.48
N 0.80 0.23 -0.75
C 1.80 -0.59 -0.35
O 1.55 -1.68 0.12
C 3.18 -0.01 -0.60
H 3.23 0.28 -1.65
C 3.42 1.22 0.31
H 2.80 1.15 1.20
H 3.19 2.15 -0.20
C 4.89 1.11 0.70
C 5.07 -0.39 0.91
H 4.63 -0.69 1.86
C 4.29 -1.02 -0.25
H 4.94 -1.17 -1.11
H 3.86 -1.98 0.02
H 6.12 -0.70 0.91
H 5.53 1.45 -0.12
H 5.13 1.69 1.59
H 0.90 1.22 -0.98
H -0.60 -1.03 -0.05
H -2.29 -2.20 -1.14
H -3.66 -2.88 -0.24
H -2.15 -2.52 0.60
*
```

Properties
- Gap between HOMO and LUMO: 0.350 Ha
- Structure (SMILES): Cc1occc1C(=O)NNC(=O)C1CCCC1
- Relative energy (zero: lowest compared OMol25 entry of this formula, charge and spin): 31.4 kcal/mol
- E_HOMO: -8.7 eV


(2)
Here is C12H16N2O4S in the gas phase from the Open Molecules 2025 dataset. Energies are from ωB97M-V with the def2-TZVPD basis set.

ORCA input file:
```
! wB97M-V def2-TZVPD RIJCOSX def2/J DEFGRID3
* xyz 0 1
C -0.05 -0.61 0.69
C 1.19 -0.30 1.52
C -1.29 -0.28 1.58
C -2.55 -0.12 0.79
C -3.17 -1.23 0.17
C -3.08 1.18 0.58
C -4.27 -0.97 -0.70
C -4.20 1.36 -0.17
C -4.80 0.29 -0.88
C 2.72 0.06 -0.55
C 3.41 -1.17 -1.20
C 3.58 1.26 -0.67
H 0.00 -2.68 0.95
H 0.53 -2.29 -0.50
H -0.07 0.11 -0.14
H -1.07 0.68 2.09
H -1.45 -1.04 2.34
H -2.74 -2.23 0.31
H -2.54 2.00 1.05
H -4.84 -1.78 -1.13
H -4.57 2.41 -0.20
H -6.22 1.25 -1.73
H 2.99 0.30 1.50
H 1.78 0.23 -1.05
H 3.94 1.32 -1.68
H 4.47 1.16 0.00
H 3.74 3.59 -0.17
H 2.89 -2.01 0.38
N -0.20 -2.01 0.19
N 2.41 -0.25 0.89
O 1.11 -0.24 2.72
O -5.88 0.35 -1.64
O 3.91 -1.15 -2.30
O 3.41 -2.26 -0.44
S 2.66 2.77 -0.20
*
```

Properties
- Gap between HOMO and LUMO: 0.319 Ha
- Structure (SMILES): N[C@@H](Cc1ccc(O)cc1)C(=O)N[C@@H](CS)C(=O)O
- Relative energy (zero: lowest compared OMol25 entry of this formula, charge and spin): 7.2 kcal/mol
- E_HOMO: -8.3 eV


(3)
Here is C12H16N2O5 in the gas phase from the Open Molecules 2025 dataset. Energies are from ωB97M-V with the def2-TZVPD basis set.

ORCA input file:
```
! wB97M-V def2-TZVPD RIJCOSX def2/J DEFGRID3
* xyz 0 1
C 1.98 1.42 -1.81
C 0.82 1.80 -0.81
C 1.62 1.69 -3.25
C -0.37 1.54 1.24
C -0.24 1.01 2.74
C -1.70 0.94 0.62
C -1.44 -0.58 0.43
C -0.98 -1.02 -0.79
C -1.65 -1.49 1.46
C -0.50 -2.35 -0.92
C -1.38 -2.85 1.24
C -0.66 -3.27 0.10
H 3.25 -0.08 -1.71
H 1.76 -0.63 -1.48
H 2.94 2.04 -1.74
H 2.41 1.42 -4.09
H 1.57 2.83 -3.39
H -0.28 1.62 -3.06
H 1.61 0.59 0.65
H -0.49 2.69 1.38
H -2.50 0.90 1.36
H -2.08 1.68 -0.19
H -0.57 -0.28 -1.59
H -2.04 -1.16 2.45
H 0.03 -2.59 -1.92
H -1.49 -3.50 2.01
H 0.47 -4.43 -0.82
H 0.99 0.91 4.17
N 2.43 0.12 -1.29
N 0.93 1.38 0.44
O -0.04 2.52 -1.20
O 0.30 1.16 -3.73
O -1.14 0.94 3.48
O -0.46 -4.58 -0.12
O 1.05 0.77 3.12
*
```

Properties
- Gap between HOMO and LUMO: 0.334 Ha
- Structure (SMILES): N[C@@H](CO)C(=O)N[C@@H](Cc1ccc(O)cc1)C(=O)O
- Relative energy (zero: lowest compared OMol25 entry of this formula, charge and spin): 113.7 kcal/mol
- E_HOMO: -8.7 eV


(4)
Here is a molecular structure, C12H16Si from the Open Molecules 2025 dataset. Energies are from ωB97M-V with the def2-TZVPD basis set.

ORCA input file:
```
! wB97M-V def2-TZVPD RIJCOSX def2/J DEFGRID3
* xyz 0 1
C 2.18 0.80 -0.78
C 0.96 0.40 -1.20
C 2.42 1.60 0.43
C -0.23 0.69 -0.52
C 1.31 1.84 1.06
C -0.02 1.65 0.58
C 0.81 2.64 2.15
C 1.28 2.96 3.32
C -0.51 2.61 1.51
C 0.25 -2.90 -0.57
C -1.59 -1.77 -2.74
C -2.48 -1.60 0.51
Si -1.17 -1.67 -0.82
H 3.14 0.40 -1.26
H 0.86 -0.17 -2.13
H 3.51 1.71 0.82
H -1.01 0.97 -1.12
H 0.88 3.64 4.01
H 2.29 2.78 3.62
H -1.48 2.72 2.01
H 0.20 -3.74 -1.36
H 1.15 -2.25 -0.60
H 0.28 -3.50 0.33
H -2.32 -2.49 -3.11
H -1.95 -0.69 -3.04
H -0.74 -1.89 -3.40
H -1.90 -1.28 1.41
H -3.19 -0.89 0.12
H -2.91 -2.56 0.77
*
```

Properties
- Gap between HOMO and LUMO (spin up / spin down): 0.245 / 0.245 Ha
- Relative energy (zero: lowest compared OMol25 entry of this formula, charge and spin): 145.4 kcal/mol
- E_HOMO (spin up / spin down): -6.6 / -6.7 eV


(5)
Here is 2 unconnected molecules or ions with the total composition C12H16Si from the Open Molecules 2025 dataset. Energies are from ωB97M-V with the def2-TZVPD basis set.

ORCA input file:
```
! wB97M-V def2-TZVPD RIJCOSX def2/J DEFGRID3
* xyz 0 3
C -1.02 1.48 -1.44
C -2.00 0.80 -0.66
C 0.06 0.75 -1.99
C -1.89 -0.53 -0.47
C 0.24 -0.56 -1.71
C -0.77 -1.17 -0.98
C 2.33 3.05 2.00
C 0.66 -1.53 1.63
C 2.68 2.06 1.21
C 0.88 -0.23 1.73
C -2.97 -1.14 0.32
C 1.36 -1.29 -2.36
Si 2.73 0.24 1.56
H -1.10 2.54 -1.63
H -2.97 1.28 -0.31
H 0.55 1.18 -2.74
H 2.53 4.19 1.95
H 1.59 2.88 2.77
H -0.21 -1.96 1.75
H 1.48 -2.23 1.18
H 3.38 2.26 0.41
H 0.08 0.43 1.88
H -2.64 -1.80 1.08
H -3.59 -0.38 0.91
H -3.76 -1.57 -0.27
H 1.74 -2.08 -1.82
H 1.07 -1.75 -3.39
H 2.12 -0.67 -2.59
H -0.77 -2.19 -0.86
*
```

Properties
- Gap between HOMO and LUMO (spin up / spin down): 0.267 / 0.242 Ha
- Relative energy (zero: lowest compared OMol25 entry of this formula, charge and spin): 44.9 kcal/mol
- ⟨S²⟩: 2.011
- E_HOMO (spin up / spin down): -6.3 / -8.6 eV


(6)
Here is a molecular structure, C12H17AuN5O2S from the Open Molecules 2025 dataset. Energies are from ωB97M-V with the def2-TZVPD basis set.

ORCA input file:
```
! wB97M-V def2-TZVPD RIJCOSX def2/J DEFGRID3
* xyz 1 3
Au -0.24 -1.26 -0.07
C 3.88 3.63 0.62
C 3.48 2.80 -0.59
N 3.22 1.40 -0.22
C 2.03 0.80 -0.22
S 2.05 -0.89 0.32
N 0.99 1.51 -0.60
N -0.18 0.83 -0.61
C -1.30 1.39 -0.88
C -1.42 2.84 -1.19
C -2.50 0.51 -0.85
C -3.76 0.99 -1.14
C -4.84 0.12 -1.09
C -4.64 -1.21 -0.75
C -3.36 -1.63 -0.47
N -2.32 -0.79 -0.52
H 4.11 4.65 0.32
H 4.77 3.22 1.10
H 3.08 3.66 1.36
H 4.26 2.81 -1.34
H 2.57 3.19 -1.04
H 4.00 0.85 0.11
H -0.44 3.30 -1.22
H -2.03 3.34 -0.43
H -1.92 2.99 -2.15
H -3.89 2.03 -1.40
H -5.83 0.48 -1.32
H -5.47 -1.91 -0.70
H -3.13 -2.65 -0.21
N 1.82 -3.38 2.37
C 1.08 -4.51 2.21
C 0.13 -4.45 0.62
O 0.38 -5.43 -0.01
O -0.54 -3.41 0.57
H 2.72 -3.31 1.93
H 1.36 -2.50 2.55
H 0.23 -4.59 2.87
H 1.67 -5.42 2.10
*
```

Properties
- Gap between HOMO and LUMO (spin up / spin down): 0.275 / 0.242 Ha
- ⟨S²⟩: 2.011
- E_HOMO (spin up / spin down): -11.2 / -11.5 eV